{
  "formula": "C11H10NO3",
  "method": "ωB97M-V/def2-TZVPD",
  "symbols": ["C", "C", "C", "C", "C", "C", "C", "C", "C", "C", "C", "N", "O", "O", "O", "H", "H", "H", "H", "H", "H", "H", "H", "H", "H"],
  "xyz": [[0.83579, -0.34034, 3.33144], [0.75188, -1.41545, 2.45790], [0.05748, 0.85391, 3.14666], [-0.04867, -1.27836, 1.36186], [-0.51063, 1.04960, 1.87287], [-0.64490, -0.04262, 1.07641], [1.40192, 1.68113, -1.82055], [1.44667, 0.66936, -2.46361], [-1.72219, -1.06523, -1.28152], [-1.37890, 0.08812, -0.24535], [1.55620, -0.68193, -2.94690], [-1.59640, 1.23387, -0.80580], [-1.65350, -2.23743, -0.91799], [-2.10423, -0.55516, -2.36518], [-1.32491, 2.41450, -0.40769], [1.51017, -0.37422, 4.15485], [1.33215, -2.31087, 2.59836], [0.03451, 1.56834, 3.82278], [-0.41018, -2.08334, 0.75583], [-0.91386, 1.98038, 1.51478], [1.13212, 2.64057, -1.61224], [0.69902, -1.29913, -2.54979], [2.46710, -1.06082, -2.96219], [1.34272, -0.59213, -4.04411], [-2.25937, 1.15725, -1.67083]],
  "total_charge": -1,
  "e_above_lowest_kcal_mol": 110.5
}

=====

{
  "formula": "C22H41BCrN7P",
  "method": "ωB97M-V/def2-TZVPD",
  "symbols": ["C", "N", "N", "C", "C", "B", "N", "N", "C", "C", "C", "Cr", "N", "N", "C", "C", "C", "H", "H", "H", "H", "H", "H", "H", "H", "H", "H", "H", "C", "H", "H", "H", "C", "C", "C", "C", "P", "N", "C", "C", "C", "C", "C", "C", "C", "C", "H", "H", "H", "H", "H", "H", "H", "H", "H", "H", "H", "H", "H", "H", "H", "H", "H", "H", "H", "H", "H", "H", "H", "H", "H", "H", "H"],
  "xyz": [[-2.62694, -1.53250, -0.56720], [-2.09269, -0.44934, -1.18489], [-2.33318, -0.57893, -2.54816], [-2.97569, -1.76025, -2.73985], [-3.15174, -2.40051, -1.52675], [-2.36341, 0.56552, -3.62389], [-3.04332, 1.73682, -2.71229], [-2.80778, 2.00950, -1.34926], [-3.80228, 2.80221, -0.91941], [-4.77431, 2.91840, -1.91751], [-4.27931, 2.21871, -2.99932], [-1.45044, 0.95126, 0.11293], [-1.12221, 0.68725, -4.71649], [0.18002, 0.56824, -4.29132], [0.99422, 0.66489, -5.32757], [0.24575, 0.73706, -6.53012], [-1.09257, 0.72711, -6.11073], [2.06974, 0.68084, -5.20252], [-1.96850, 0.75510, -6.74803], [0.67756, 0.74656, -7.51457], [-3.24710, 0.27885, -4.40019], [-4.74618, 2.01608, -3.95172], [-3.25244, -2.02812, -3.74167], [-5.70539, 3.44479, -1.83223], [-3.59478, -3.37053, -1.36274], [-3.81211, 3.24626, 0.05689], [-2.56145, -1.66351, 0.50351], [0.30592, 1.48484, -0.41033], [-0.20680, 2.46533, -0.29437], [-0.21297, 2.90975, -1.28625], [-1.26380, 2.50455, 0.21117], [0.43057, 2.97063, 0.42864], [2.91449, 0.66070, -0.12824], [2.73934, 0.47438, 1.38292], [3.92874, -0.32704, 1.95611], [2.82111, 1.86641, 2.02616], [1.11815, -0.44558, 1.71753], [-0.24482, 0.00281, 0.90635], [1.32690, -2.26083, 1.28446], [1.95696, -3.02227, 2.45575], [-0.02695, -2.88320, 0.94492], [2.19790, -2.44398, 0.02749], [0.41743, -0.02601, 3.40666], [1.43359, -0.31907, 4.49807], [-0.02510, 1.44833, 3.45525], [-0.83655, -0.89257, 3.59756], [3.72096, 1.37953, -0.31083], [2.01650, 1.05045, -0.61024], [3.20470, -0.26373, -0.62898], [4.83708, 0.27363, 1.81264], [3.82271, -0.50983, 3.03173], [4.09902, -1.28124, 1.45658], [2.00901, 2.52214, 1.71070], [2.87822, 1.83145, 3.11938], [3.74670, 2.34642, 1.68156], [1.28736, -3.09640, 3.31997], [2.15194, -4.04405, 2.10242], [2.91512, -2.60104, 2.77601], [-0.49348, -2.36036, 0.10925], [0.12812, -3.92595, 0.63099], [-0.72676, -2.87715, 1.78503], [1.82983, -1.86544, -0.82830], [3.25688, -2.22635, 0.19270], [2.14711, -3.50638, -0.25436], [0.91568, -0.15009, 5.45073], [1.77445, -1.35905, 4.48125], [2.30897, 0.33965, 4.46828], [-0.87396, 1.63878, 2.77933], [-0.36888, 1.64872, 4.47866], [0.76687, 2.16746, 3.23427], [-1.50939, -0.82163, 2.73146], [-0.59634, -1.94769, 3.77988], [-1.38598, -0.50078, 4.46514]],
  "s_squared": 6.311,
  "spin_multiplicity": 5,
  "total_charge": 2,
  "e_above_lowest_kcal_mol": 48.4
}